ORCA calculation (the ωB97M-V functional and the def2-TZVPD basis) on the molecule C4H8O2.

Properties
* net charge: 0
* gap between HOMO and LUMO: 9.212 eV
* LUMO: 0.319 eV
* relative energy (zero: lowest compared OMol25 entry of this formula, charge and spin): 106.30 kcal per mole

The geometry in XYZ format:
```
14
Properties=species:S:1:pos:R:3:forces:R:3
C -1.7323 -0.0328 0.0811 0.0 0.0 -0.1
C -0.4975 0.1499 0.9403 -0.1 0.2 0.0
O 0.0011 -1.1544 1.3181 0.2 0.0 0.2
C 0.8722 0.4043 0.4023 -0.1 0.2 -0.4
C 1.0563 0.1915 -1.0329 -0.3 -0.1 0.2
O 2.3884 -0.0154 -1.4305 0.2 0.1 0.1
H -1.5566 -0.7476 -0.7270 0.0 0.1 0.1
H -2.0328 0.9272 -0.3529 0.0 -0.1 0.1
H -2.5604 -0.4070 0.6914 0.1 0.1 -0.1
H -0.7408 0.7478 1.8279 0.1 -0.1 -0.2
H 0.7656 -0.9641 1.8898 -0.1 -0.3 0.1
H 0.6710 1.1760 -1.4003 0.0 -0.1 0.0
H 0.4388 -0.5757 -1.5168 0.1 0.1 0.1
H 2.9269 0.3005 -0.6905 0.0 -0.1 -0.1
```
Positions in Å, forces in eV/Å.

Here are the natural (NBO) charges for atoms 1 to 8, given in e: atom 1 (C): -0.64, atom 2 (C): -0.03, atom 3 (O): -0.64, atom 4 (C): 0.04, atom 5 (C): -0.24, atom 6 (O): -0.71, atom 7 (H): 0.22, atom 8 (H): 0.22

=====

ORCA calculation (the ωB97M-V functional and the def2-TZVPD basis) on the molecule C4H8O2.

Properties
* net charge: 0
* structure (SMILES): C=CCC(O)O
* gap between HOMO and LUMO: 10.960 eV
* LUMO: 0.983 eV
* relative energy (zero: lowest compared OMol25 entry of this formula, charge and spin): 34.13 kcal per mole

The geometry in XYZ format:
```
14
Properties=species:S:1:pos:R:3:forces:R:3
C 1.6052 0.6383 -0.9900 0.0 0.1 0.0
C 0.8439 1.0565 0.0199 0.2 -0.1 -0.1
C -0.5891 0.6433 0.1665 0.0 0.0 -0.1
C -0.7770 -0.7695 0.7770 -0.1 0.3 0.2
O 0.1431 -1.7230 0.3276 -0.1 -0.2 -0.1
O -2.0718 -1.2172 0.5001 -0.1 0.0 -0.2
H 1.1775 0.0478 -1.8003 0.1 0.1 0.1
H 2.6659 0.8559 -1.0511 -0.1 0.1 0.0
H 1.2869 1.6628 0.8073 0.0 -0.1 0.0
H -1.0765 0.6432 -0.8167 0.1 -0.1 0.1
H -1.1561 1.3399 0.7916 0.1 -0.1 -0.1
H -0.7259 -0.7108 1.8702 0.0 -0.1 -0.1
H 0.8422 -1.3103 -0.1894 0.1 0.2 0.1
H -2.1299 -1.2911 -0.4649 -0.1 -0.1 0.2
```
Positions in Å, forces in eV/Å.

Here are the natural (NBO) charges for atoms 1 to 8, given in e: atom 1 (C): -0.43, atom 2 (C): -0.16, atom 3 (C): -0.50, atom 4 (C): 0.38, atom 5 (O): -0.73, atom 6 (O): -0.70, atom 7 (H): 0.19, atom 8 (H): 0.21

=====

ORCA calculation (the ωB97M-V functional and the def2-TZVPD basis) on a 2-piece molecular cluster, C4H8O2 overall.

Properties
* net charge: 0
* structure (SMILES): C/C=C/O.C=O
* gap between HOMO and LUMO: 9.395 eV
* LUMO: 0.770 eV
* relative energy (zero: lowest compared OMol25 entry of this formula, charge and spin): 56.49 kcal per mole

The geometry in XYZ format:
```
14
Properties=species:S:1:pos:R:3:forces:R:3
C 1.0496 1.6716 -0.6910 0.1 0.0 -0.1
C 0.0581 0.5545 -0.7981 0.1 -0.3 0.0
C 0.3881 -0.7291 -0.8956 0.2 0.4 0.0
O -0.4795 -1.7834 -0.7974 0.1 -0.1 0.0
H 0.9068 2.2051 0.2571 0.0 -0.1 -0.2
H 2.0774 1.2946 -0.7042 -0.2 0.1 -0.1
H 0.9322 2.3973 -1.5024 0.0 0.0 0.1
H -0.9922 0.8182 -0.6684 0.1 -0.1 -0.1
H 1.4096 -1.0860 -0.9847 -0.1 0.1 0.0
H -1.3436 -1.4416 -0.5615 -0.3 0.1 -0.2
C -1.0021 -0.9817 1.8426 0.4 0.6 0.1
O -0.3408 0.0302 1.8490 -0.6 -0.8 0.3
H -2.0745 -0.9794 1.5554 0.1 0.1 0.1
H -0.5890 -1.9702 2.0990 0.1 0.1 0.1
```
Positions in Å, forces in eV/Å.

Here are the natural (NBO) charges for atoms 1 to 8, given in e: atom 1 (C): -0.63, atom 2 (C): -0.27, atom 3 (C): 0.13, atom 4 (O): -0.68, atom 5 (H): 0.22, atom 6 (H): 0.21, atom 7 (H): 0.21, atom 8 (H): 0.19